[1]
Molecular formula: C23H51BrIN11O22S
Method: DFT, ωB97M-V/def2-TZVPD

Atoms and positions in Å:
C (-4.41514, -4.60088, 2.35201)
C (-2.83701, -4.85731, 2.25906)
S (-2.43700, -5.04047, 0.47041)
C (-0.83351, -4.18050, 0.09940)
C (-1.07370, -2.69580, -0.46267)
I (-3.28347, -2.62961, -0.69818)
C (-0.65211, -2.37501, -1.96687)
O (-0.34761, -3.14235, -2.86422)
N (-0.77652, -0.92539, -2.01798)
C (-0.57929, -0.20908, -0.71270)
C (-1.81567, 0.68489, -0.31169)
N (-1.50975, 1.75066, 0.67236)
C (0.63501, 0.79183, -0.91610)
C (0.42375, 1.83417, -2.09820)
C (-0.02022, 3.27360, -1.64209)
O (0.10879, 4.16196, -2.77822)
C (-0.38767, -1.47679, 0.24997)
Br (1.51369, -2.11502, 0.47332)
C (-0.89630, -1.36056, 1.76384)
O (-0.06740, -2.20179, 2.62875)
C (0.17056, -1.58173, 3.86401)
C (-0.66221, -2.15327, 5.07705)
O (0.97666, -0.69034, 4.04642)
H (-4.84897, -5.01604, 3.30420)
H (-4.91811, -5.17470, 1.51357)
H (-4.68200, -3.52335, 2.18350)
H (-2.34403, -3.97300, 2.74115)
H (-2.65660, -5.81689, 2.82314)
H (-0.26050, -4.22527, 1.05908)
H (-0.32702, -4.82085, -0.67698)
H (-0.09639, -0.70157, -2.75378)
H (-2.69072, 0.09538, 0.09171)
H (-2.20269, 1.17205, -1.25906)
H (-2.31893, 1.99565, 1.24303)
H (-0.73489, 1.51658, 1.29315)
H (0.93265, 1.36310, 0.00082)
H (1.54060, 0.17752, -1.20335)
H (-0.26389, 1.47403, -2.90842)
H (1.43965, 1.95872, -2.57869)
H (0.49924, 3.65697, -0.72673)
H (-1.12598, 3.24204, -1.40246)
H (-0.71176, 4.13990, -3.30731)
H (-1.94432, -1.74735, 1.91275)
H (-0.83429, -0.32892, 2.19469)
H (-0.61574, -3.27294, 5.06705)
H (-0.20565, -1.76945, 6.03307)
H (-1.72407, -1.80162, 5.00917)
C (-0.91230, -4.37920, 9.23325)
N (-1.59803, -4.08788, 7.94632)
O (-2.33084, -3.11326, 7.90999)
O (-1.37473, -4.84878, 7.01941)
H (-1.20230, -3.62615, 9.96110)
H (-1.22576, -5.36960, 9.55574)
H (0.15725, -4.34658, 9.04993)
C (0.14425, -6.08169, -4.07401)
N (0.55224, -6.90132, -5.24622)
O (-0.26245, -7.68861, -5.69270)
O (1.67725, -6.72350, -5.67593)
H (-0.87451, -6.34411, -3.80142)
H (0.83176, -6.30672, -3.26128)
H (0.20820, -5.03602, -4.36500)
C (3.86522, -4.74581, 9.30659)
N (2.68580, -5.65115, 9.26442)
O (2.65159, -6.48773, 8.38439)
O (1.83321, -5.48636, 10.12226)
H (4.53407, -5.00652, 8.49098)
H (3.50042, -3.72644, 9.19736)
H (4.35327, -4.88825, 10.26850)
C (5.13025, 3.50034, -1.43178)
N (3.96571, 2.57573, -1.42495)
O (3.89178, 1.75740, -2.32441)
O (3.16425, 2.70541, -0.51576)
H (5.75309, 3.27032, -2.29189)
H (4.74182, 4.51501, -1.49437)
H (5.67797, 3.34429, -0.50437)
C (-1.86719, 7.51115, -4.07478)
N (-2.90340, 6.49551, -3.74479)
O (-3.47421, 6.60468, -2.67350)
O (-3.10521, 5.62433, -4.57525)
H (-1.79374, 8.21869, -3.25290)
H (-0.92597, 6.98592, -4.21543)
H (-2.17938, 8.01161, -4.98870)
C (-1.77382, -1.66409, -5.18177)
N (-1.98806, -0.27855, -5.67555)
O (-3.03678, -0.03693, -6.24145)
O (-1.08838, 0.52088, -5.47378)
H (-2.64730, -2.26271, -5.42641)
H (-0.88652, -2.05535, -5.67516)
H (-1.63413, -1.60745, -4.10816)
C (1.54863, 5.06144, -6.63156)
N (1.20792, 6.39878, -6.07966)
O (0.16825, 6.91334, -6.45906)
O (1.99165, 6.88497, -5.28719)
H (0.76377, 4.75746, -7.31887)
H (2.50148, 5.15247, -7.14898)
H (1.61834, 4.36825, -5.79498)
C (-3.51143, 8.63056, 0.08617)
N (-2.24676, 9.00199, 0.77433)
O (-1.37867, 9.53302, 0.10503)
O (-2.17141, 8.74657, 1.96171)
H (-3.43691, 8.91460, -0.95944)
H (-3.63504, 7.55434, 0.18508)
H (-4.32137, 9.16731, 0.57600)
C (5.23449, -0.56540, -0.79688)
N (6.50174, -0.20503, -0.10678)
O (7.37424, 0.32354, -0.77450)
O (6.57530, -0.46403, 1.07928)
H (5.31089, -0.27820, -1.84148)
H (5.10506, -1.64164, -0.70135)
H (4.42595, -0.02599, -0.30638)

Forces on the atoms, in the same order (eV/Å):
0.05 -0.57 -0.83
-1.37 0.31 0.82
1.62 -1.90 1.04
-0.37 -0.07 0.31
0.27 -0.77 -0.99
-0.23 2.50 -0.87
-0.72 0.73 1.76
-0.42 1.32 1.23
1.46 -2.07 -1.06
0.52 0.01 0.01
-1.41 -0.23 -0.04
0.47 -0.24 -0.02
0.67 -0.47 -0.56
0.83 0.42 0.44
-1.90 -0.89 -0.63
0.03 0.13 0.18
-0.84 -0.56 1.80
-0.19 0.76 -1.14
0.22 0.13 0.44
-0.89 1.09 1.00
0.31 0.30 1.93
0.74 0.00 -0.53
-1.30 -1.34 -1.17
0.57 0.71 -0.82
0.48 0.56 0.90
0.29 -1.02 0.40
0.01 -1.02 -0.49
0.32 1.15 -0.68
-0.27 0.36 -1.04
-0.46 0.84 0.76
-0.48 0.87 0.29
1.05 0.18 -0.70
0.57 -0.59 0.86
0.30 -0.26 -0.29
-0.38 0.11 -0.23
-0.44 -0.71 -0.69
-1.00 0.53 0.44
0.49 0.28 0.79
-1.12 -0.13 0.45
-0.11 -0.25 -1.14
1.25 0.00 0.15
0.57 -0.19 0.58
0.86 0.52 -0.67
-0.07 -0.73 -0.85
-0.28 0.99 -0.03
-0.52 -0.33 -1.12
0.88 -0.43 -0.01
-0.07 0.15 0.21
-0.15 0.07 -0.02
0.26 -0.40 -0.25
-0.17 0.41 0.28
-0.04 -0.03 -0.15
0.18 0.00 -0.12
-0.13 -0.17 -0.02
-0.22 0.07 0.12
-0.05 -0.17 -0.08
0.32 0.20 0.02
-0.33 -0.09 0.07
0.10 -0.03 -0.10
0.05 0.12 -0.12
0.13 -0.08 0.11
0.26 0.06 -0.12
0.03 -0.23 -0.15
-0.14 0.24 0.35
0.26 -0.08 -0.22
-0.14 -0.05 0.05
0.00 -0.07 0.14
-0.13 0.09 -0.01
0.25 0.09 -0.17
-0.08 0.16 0.04
-0.15 0.12 0.27
0.30 -0.21 -0.38
-0.12 -0.07 0.07
-0.02 -0.08 0.14
-0.12 0.07 0.00
0.09 0.25 0.14
-0.01 -0.05 -0.11
0.00 -0.21 -0.29
0.05 0.32 0.57
-0.07 -0.14 -0.01
-0.11 0.05 -0.11
0.12 -0.18 -0.04
-0.18 -0.22 -0.11
-0.21 0.00 -0.13
0.41 0.11 0.17
-0.24 -0.13 -0.02
0.04 0.15 -0.03
0.03 0.10 0.14
0.01 0.04 -0.16
-0.10 -0.27 -0.19
-0.06 0.09 -0.05
0.38 -0.05 0.22
-0.32 -0.06 -0.22
0.03 0.12 0.10
-0.01 0.00 0.16
0.09 0.11 0.00
-0.15 0.02 -0.25
0.15 0.07 0.01
-0.17 -0.15 0.28
0.05 0.10 -0.35
0.07 -0.05 0.12
-0.03 0.10 0.06
0.07 -0.12 0.08
-0.11 -0.06 -0.29
0.13 0.00 0.05
-0.18 -0.07 0.29
0.07 0.12 -0.36
0.07 0.00 0.14
-0.05 0.10 0.15
0.03 -0.17 0.08

Properties
Charge ... 0
Max |F| ... 2.75 eV Å⁻¹
Highest occupied orbital energy ... -7.71 eV
LUMO level ... -0.63 eV
HOMO-LUMO gap ... 7.077 eV


[2]
Molecular formula: C23H51I3NO8P2
Method: DFT, ωB97M-V/def2-TZVPD

Atoms and positions in Å:
C (1.95433, -3.03985, 4.57076)
C (1.72135, -2.22971, 3.26906)
C (0.21055, -2.16983, 2.85594)
I (0.17862, -1.71858, 0.75181)
C (-0.45957, -1.12551, 3.78154)
N (-0.07237, 0.28467, 3.49293)
C (-0.93958, 1.06324, 2.56249)
C (-2.44284, 0.79897, 2.69170)
C (-2.80970, -0.73416, 2.81313)
C (-2.00658, -1.28627, 4.00951)
C (-2.34143, -2.71985, 4.52827)
I (-3.17562, -2.50799, 6.54715)
C (-3.34616, -3.60412, 3.75386)
C (-4.83901, -3.12389, 3.80000)
I (-2.72430, -4.15448, 1.75010)
H (1.09455, -3.66248, 4.84696)
H (2.10700, -2.31718, 5.38995)
H (2.88141, -3.62040, 4.54361)
H (2.19487, -1.23802, 3.30942)
H (2.22810, -2.76484, 2.45423)
H (-0.15987, -3.18723, 2.98602)
H (-0.04781, -1.34898, 4.78179)
H (-0.06855, 0.78194, 4.38824)
H (0.89492, 0.35893, 3.15551)
H (-0.66119, 0.96949, 1.51026)
H (-0.77716, 2.12861, 2.78934)
H (-3.01460, 1.16068, 1.83116)
H (-2.82407, 1.28838, 3.60017)
H (-3.89301, -0.73550, 2.95027)
H (-2.55281, -1.17015, 1.84396)
H (-2.21347, -0.59528, 4.84299)
H (-1.43825, -3.31927, 4.69182)
H (-3.36221, -4.56125, 4.28586)
H (-5.42871, -3.82063, 4.40534)
H (-4.94539, -2.10811, 4.18469)
H (-5.24981, -3.17953, 2.78461)
O (-1.04037, -1.48097, -5.07186)
P (-0.68621, -2.83873, -5.59661)
O (-1.87329, -3.14833, -6.66921)
C (-1.87869, -2.46082, -7.92341)
C (-0.85453, -3.03288, -8.88670)
O (-1.22897, -3.75490, -4.33474)
C (-1.36946, -3.18816, -3.03808)
C (-2.80405, -2.76973, -2.77801)
O (0.22242, -4.11588, -6.12258)
C (1.47158, -4.40604, -5.45411)
C (1.28282, -5.31323, -4.24913)
H (-1.70685, -1.39242, -7.76389)
H (-2.87839, -2.57570, -8.34027)
H (0.16268, -2.83592, -8.54004)
H (-0.96647, -2.58935, -9.87695)
H (-0.96369, -4.11448, -8.96740)
H (-0.67738, -2.35569, -2.89952)
H (-1.08670, -3.95921, -2.31387)
H (-3.20410, -2.17451, -3.59780)
H (-2.87413, -2.18963, -1.85426)
H (-3.44396, -3.64873, -2.68523)
H (1.97953, -3.48063, -5.17531)
H (2.09717, -4.91434, -6.18751)
H (1.00420, -4.73834, -3.36607)
H (2.21404, -5.82941, -4.00954)
H (0.50023, -6.04836, -4.42839)
O (1.08871, 5.02825, 1.81176)
P (2.13388, 5.18152, 0.74490)
O (3.44473, 4.46827, 1.42011)
C (3.46626, 3.05459, 1.53676)
C (3.76342, 2.36428, 0.21776)
O (2.53818, 6.75349, 0.98324)
C (1.62638, 7.66000, 1.61142)
C (1.93910, 7.81451, 3.08650)
O (2.84516, 5.22384, -0.74435)
C (2.13272, 5.84722, -1.84241)
C (2.38514, 7.34357, -1.91599)
H (2.50845, 2.70506, 1.94564)
H (4.24448, 2.81104, 2.26046)
H (2.94198, 2.50504, -0.48877)
H (3.90052, 1.29198, 0.37355)
H (4.65996, 2.77338, -0.24643)
H (0.59463, 7.34810, 1.45178)
H (1.74421, 8.62683, 1.11688)
H (2.05245, 6.84832, 3.57764)
H (1.14871, 8.37376, 3.58896)
H (2.88081, 8.34834, 3.22022)
H (1.06493, 5.62998, -1.77692)
H (2.50691, 5.37763, -2.75178)
H (1.72013, 7.88626, -1.24546)
H (2.18990, 7.71459, -2.92313)
H (3.40920, 7.58467, -1.63636)

Forces on the atoms, in the same order (eV/Å):
0.07 1.30 0.49
-0.06 -1.30 -0.71
1.79 1.11 0.54
-0.09 -0.07 0.02
-1.03 -2.19 0.49
0.00 0.35 0.04
-1.31 1.75 -1.12
-0.38 -1.42 0.88
0.77 1.55 -0.14
0.09 0.52 -0.43
-0.22 -0.08 -0.28
0.36 -0.18 -0.17
-0.86 0.11 1.07
0.39 -0.35 -0.92
-0.04 0.02 0.37
0.30 -0.08 -0.19
-0.17 -0.39 -0.01
-0.36 -0.07 -0.20
-0.15 -0.17 0.03
-0.02 0.28 0.19
-0.48 0.40 -0.14
0.12 0.18 -0.32
-0.10 -0.06 -0.09
-0.12 -0.34 -0.05
0.44 -0.56 0.46
0.22 -0.34 0.08
0.53 0.37 0.13
0.02 0.05 -0.28
0.23 -0.43 0.09
-0.17 -0.38 0.35
-0.06 -0.17 -0.25
-0.15 0.29 0.02
0.39 0.12 -0.35
0.18 0.30 0.03
-0.04 -0.22 -0.03
-0.05 0.23 0.30
3.35 0.46 -1.29
-6.23 -3.60 1.52
0.98 0.22 0.05
0.05 0.10 -0.38
0.15 -0.02 0.08
0.84 0.12 -0.02
-0.32 0.03 0.16
-0.15 -0.05 -0.01
1.30 2.84 -0.04
0.29 -0.46 0.11
-0.03 0.23 0.31
-0.05 0.00 0.05
-0.05 -0.06 0.18
-0.01 0.02 -0.06
-0.03 0.02 0.03
-0.07 0.03 -0.03
-0.09 0.10 -0.10
0.05 -0.10 -0.14
0.18 0.12 0.01
-0.02 -0.02 0.01
0.03 -0.01 0.04
0.02 0.00 -0.03
-0.12 0.13 -0.14
-0.10 -0.06 -0.01
0.01 0.00 -0.15
0.05 -0.01 -0.10
-1.47 -1.87 -2.81
5.19 4.01 3.69
-0.66 -0.22 -0.67
0.16 -0.28 -0.01
-0.18 0.00 -0.11
-0.59 -0.34 -0.65
0.01 0.20 0.37
0.17 -0.01 0.08
-2.76 -1.60 0.32
0.12 0.35 -0.53
-0.28 0.17 0.22
0.00 0.00 0.05
-0.01 0.14 0.05
0.03 -0.06 -0.01
0.01 0.02 0.00
0.03 -0.01 0.09
0.03 -0.13 0.08
0.12 -0.09 -0.11
-0.18 -0.06 -0.08
0.02 0.02 -0.01
-0.03 0.04 -0.02
0.00 -0.03 -0.01
0.04 -0.18 0.16
0.10 0.03 0.05
0.06 -0.14 -0.03
0.03 -0.08 -0.08

Properties
Charge ... +1
Max |F| ... 7.52 eV Å⁻¹
Highest occupied orbital energy ... -11.86 eV
LUMO level ... -2.96 eV
HOMO-LUMO gap ... 8.900 eV


Number 1: E_tot -175064.6176 eV. Number 2: E_tot -85422.8398 eV.